Molecular formula: C5H11NO
Method: DFT, wB97M-V/def2-TZVPD

HOMO-LUMO gap: 9.0724 eV
E_LUMO: 0.992 eV
relative energy (zero: lowest compared OMol25 entry of this formula, charge and spin): 409.9 kJ/mol

Element x y z (Å)
1 C 0.58241 -2.05950 -0.99707
2 C 1.47836 -1.76030 -0.02466
3 C 1.67029 -0.29135 0.41683
4 N 0.40926 0.42735 0.48781
5 C 0.20014 1.50551 -0.42126
6 C -0.85803 2.26775 -0.29647
7 H 0.56034 -3.02043 -1.35477
8 H -0.15908 -1.49784 -1.66560
9 H 2.17778 -2.34100 0.48767
10 H 2.17493 -0.21114 1.32812
11 H 2.37294 0.04212 -0.38683
12 H -0.21146 0.22785 1.32769
13 H 1.09477 1.71138 -1.00193
14 H -1.43347 2.30667 0.59046
15 H -1.14135 2.74528 -1.24070
16 O -2.74331 -0.16001 0.69155
17 H -1.91116 -0.27265 0.73498
18 H -2.88164 0.62580 0.16968

***

Molecular formula: C4H8N2O
Method: DFT, wB97M-V/def2-TZVPD

HOMO-LUMO gap (spin up / spin down): 7.9719 / 7.9096 eV
E_LUMO (spin up / spin down): 0.587 / 0.403 eV
relative energy (zero: lowest compared OMol25 entry of this formula, charge and spin): 519.8 kJ/mol

Element x y z (Å)
1 C 0.55311 -0.51485 1.53921
2 C -0.62411 -0.40952 0.71292
3 O -1.91497 -0.63514 1.07910
4 C -0.17086 -0.08078 -0.51906
5 C -0.70298 -0.35987 -1.88216
6 N 1.16692 0.29647 -0.30723
7 N 1.35225 1.63441 -0.12951
8 H 1.23272 -1.33983 1.37029
9 H 0.58246 -0.07673 2.53738
10 H -1.91742 -1.16019 1.89034
11 H -0.02335 -1.04757 -2.39854
12 H -1.68915 -0.82338 -1.82282
13 H -0.77138 0.54568 -2.49268
14 H 0.60249 2.11685 0.37266
15 H 2.32429 1.85446 0.05012

***

Molecular formula: C5H10O
Method: DFT, wB97M-V/def2-TZVPD

HOMO-LUMO gap: 10.7428 eV
E_LUMO: 1.185 eV
relative energy (zero: lowest compared OMol25 entry of this formula, charge and spin): 132.9 kJ/mol

Element x y z (Å)
1 C -0.32951 -0.71460 -2.20660
2 O -0.64445 0.31190 -1.29988
3 C 0.28100 0.39760 -0.24807
4 C 0.30992 -0.77020 0.76765
5 C 0.02650 0.23559 1.90680
6 C -0.17104 1.35928 0.86257
7 H -0.54727 -1.71009 -1.79051
8 H 0.73456 -0.68880 -2.49045
9 H -0.93960 -0.56566 -3.10125
10 H 1.27865 0.63058 -0.65348
11 H -0.50579 -1.47895 0.59766
12 H 1.25212 -1.32481 0.83842
13 H 0.87678 0.39475 2.57513
14 H -0.84923 0.00970 2.51995
15 H -1.21367 1.65792 0.72555
16 H 0.44104 2.25580 0.99651

***

Molecular formula: C4H12
Method: DFT, wB97M-V/def2-TZVPD

HOMO-LUMO gap: 12.9915 eV
E_LUMO: 1.170 eV
relative energy (zero: lowest compared OMol25 entry of this formula, charge and spin): 20.4 kJ/mol

Element x y z (Å)
1 C -0.51180 0.41897 2.42627
2 C 0.68674 0.89020 1.61383
3 H -1.08336 1.24056 2.87413
4 H -1.21628 -0.16768 1.84409
5 H -0.20163 -0.17625 3.28438
6 H 0.46901 0.89604 0.54579
7 H 1.54114 0.22794 1.73922
8 H 0.97048 1.91991 1.83399
9 C -0.38137 -0.01847 -2.34108
10 C 0.20358 -1.29954 -1.72389
11 H -0.10415 0.05256 -3.39073
12 H -1.45820 0.09829 -2.23581
13 H 0.05346 0.87435 -1.88379
14 H -0.55997 -2.05977 -1.56962
15 H 0.93338 -1.70188 -2.42992
16 H 0.69511 -1.10457 -0.76921

***

Molecular formula: C2H4NO2S
Method: DFT, wB97M-V/def2-TZVPD

HOMO-LUMO gap: 7.2521 eV
E_LUMO: 4.066 eV
relative energy (zero: lowest compared OMol25 entry of this formula, charge and spin): 398.9 kJ/mol
total charge: -1

Element x y z (Å)
1 C 1.09806 -0.29599 0.58076
2 C -0.58618 -0.55107 -0.64513
3 N 1.71911 -1.32095 0.78857
4 O -2.08361 1.57772 -1.48231
5 O -0.94928 1.84501 0.62162
6 S -0.77065 1.42297 -0.82305
7 H 0.96479 0.77072 0.76959
8 H -0.38543 -1.02048 -1.51837
9 H -1.39037 -1.14854 0.03698
10 H 2.38356 -1.27941 1.67134

***

Molecular formula: C6H40O13
Method: DFT, wB97M-V/def2-TZVPD

HOMO-LUMO gap: 10.1565 eV
E_LUMO: -0.183 eV
relative energy (zero: lowest compared OMol25 entry of this formula, charge and spin): 191.5 kJ/mol

Element x y z (Å)
1 C 0.66803 -1.00182 -0.73289
2 C 0.23978 0.43447 -0.89770
3 C -0.13048 1.11020 0.44469
4 C -1.04886 2.31844 0.41821
5 C -1.74509 2.72842 -0.94254
6 C -3.13101 3.44304 -0.70938
7 H 0.34737 -1.19942 0.31852
8 H 0.20563 -1.84940 -1.23813
9 H 1.65417 -1.40145 -0.51244
10 H 1.07988 1.00119 -1.35210
11 H -0.52226 0.46720 -1.66045
12 H -0.76366 0.38339 0.98750
13 H 0.83838 1.25071 0.93550
14 H -0.58979 3.24059 0.78831
15 H -1.94254 2.04445 1.00989
16 H -1.09471 3.34717 -1.55049
17 H -1.88532 1.75449 -1.40957
18 H -3.43334 3.23381 0.30388
19 H -3.74287 2.91945 -1.44517
20 H -2.88273 4.48333 -0.83625
21 H -2.02515 -3.36155 0.21522
22 H -0.93753 -2.66209 0.96286
23 O -1.66293 -2.47340 0.32536
24 H 3.11842 1.09874 1.96276
25 H 1.88757 1.08035 2.78600
26 O 2.79850 0.73174 2.79205
27 H 3.39804 -3.53626 0.38210
28 H 2.53197 -3.59734 -0.92350
29 O 2.53066 -3.76088 0.01592
30 H 1.16190 2.32702 4.09126
31 H 1.23325 0.84082 4.44927
32 O 0.61423 1.54456 4.21554
33 H -1.11710 0.54989 -4.95485
34 H -1.35997 1.99542 -4.66881
35 O -1.05279 1.17558 -4.22438
36 H -4.04599 -0.22675 -1.50678
37 H -4.69408 0.43687 -0.21137
38 O -4.46481 0.56887 -1.14211
39 H -2.60474 -0.15058 -3.57772
40 H -2.43560 -1.27019 -2.73419
41 O -3.15391 -0.89558 -3.27981
42 H 1.25556 -3.37040 1.31987
43 H 0.85236 -4.21107 2.57195
44 O 0.82435 -3.31817 2.20146
45 H 4.64870 0.25289 -2.14488
46 H 3.20627 0.06785 -2.53012
47 O 3.77000 0.21172 -1.76643
48 H 0.98394 0.19920 -4.82316
49 H 1.46125 1.26517 -3.75802
50 O 1.74677 0.53744 -4.33532
51 H 2.25394 -1.29536 4.36963
52 H 1.30362 -1.87591 3.32243
53 O 1.32814 -1.40205 4.18495
54 H -2.13783 -0.58158 3.40120
55 H -2.69271 -1.32836 2.07091
56 O -2.85610 -1.06835 2.96871
57 H 4.34532 -0.74444 2.70109
58 H 3.53534 -1.12662 1.41253
59 O 4.33061 -1.33546 1.93900

***

Molecular formula: C5H10O2
Method: DFT, wB97M-V/def2-TZVPD

HOMO-LUMO gap: 9.6494 eV
E_LUMO: 0.665 eV
relative energy (zero: lowest compared OMol25 entry of this formula, charge and spin): 356.7 kJ/mol

Element x y z (Å)
1 C 2.14818 -0.14820 -0.37829
2 O 1.19929 -0.33766 0.68384
3 C -0.57025 0.04382 0.35307
4 C -0.64316 1.09881 -0.69927
5 C -1.57196 0.18742 1.49242
6 C -0.17579 -1.33229 0.02359
7 O -0.04958 -1.70996 -1.13277
8 H 1.86372 -0.67807 -1.30295
9 H 3.13119 -0.55098 -0.07410
10 H 2.27107 0.91785 -0.57834
11 H -0.09294 0.78739 -1.58508
12 H -0.24495 2.02881 -0.27825
13 H -1.68424 1.31007 -0.98687
14 H -2.05324 1.17255 1.55619
15 H -2.38600 -0.54124 1.31128
16 H -1.13753 -0.07732 2.45417
17 H -0.19070 -1.98647 0.91662

***

Molecular formula: C6H12O4
Method: DFT, wB97M-V/def2-TZVPD

HOMO-LUMO gap: 10.8429 eV
E_LUMO: 0.233 eV
relative energy (zero: lowest compared OMol25 entry of this formula, charge and spin): 291.5 kJ/mol

Element x y z (Å)
1 C -1.28868 0.44311 2.10076
2 C -0.58955 1.05823 0.90308
3 C -1.42695 1.55155 -0.26557
4 O -2.53173 2.01801 -0.33109
5 O -1.00427 0.23357 -1.07460
6 C 0.06903 0.09289 -0.10706
7 C 0.46750 -1.32557 0.25530
8 C 0.73301 -2.15364 -0.99262
9 O 1.63502 -1.19761 1.04519
10 H -1.94765 -0.38227 1.80237
11 H -0.54947 0.03483 2.80045
12 H -1.89573 1.20765 2.60307
13 H 0.12996 1.83100 1.20584
14 H 0.95988 0.60714 -0.49745
15 H -0.34033 -1.79000 0.84073
16 H -0.19455 -2.27050 -1.56825
17 H 1.45012 -1.66526 -1.66871
18 H 1.11532 -3.14588 -0.71834
19 H 2.38387 -0.95543 0.47238
20 O 0.83802 2.27723 -2.38824
21 H 0.29698 1.23069 -2.47558
22 H 1.69019 2.30027 -1.94167

***

Molecular formula: C45H53AsN3Pb
Method: DFT, wB97M-V/def2-TZVPD

HOMO-LUMO gap: 6.6834 eV
E_LUMO: -9.372 eV
total charge: +3

Element x y z (Å)
1 Pb -0.03283 1.16222 1.28809
2 C -2.42109 1.71125 4.31719
3 C -0.95119 1.55441 4.02237
4 C -0.16663 2.65940 3.62061
5 C -0.74440 4.05183 3.54804
6 C 1.22705 2.49250 3.40279
7 C 2.05755 3.70688 3.06551
8 C 1.82157 1.23011 3.59984
9 C 3.31559 1.04181 3.50876
10 C 1.02331 0.12374 3.96994
11 C 1.68106 -1.22312 4.12858
12 C -0.34618 0.29298 4.22039
13 C -1.19405 -0.83861 4.74172
14 H -2.56827 2.01047 5.35835
15 H -2.95804 0.77884 4.17065
16 H -2.89738 2.46843 3.69903
17 H -0.24607 4.69133 4.27949
18 H -1.80357 4.08229 3.77526
19 H -0.59418 4.51527 2.57219
20 H 2.97167 3.45935 2.53080
21 H 2.36280 4.22064 3.98096
22 H 1.50027 4.43618 2.47922
23 H 3.85919 1.97838 3.46734
24 H 3.60479 0.44199 2.64212
25 H 3.67415 0.50759 4.38867
26 H 2.03110 -1.36430 5.15449
27 H 2.54823 -1.32565 3.48045
28 H 1.00038 -2.03917 3.90213
29 H -1.91773 -1.17510 3.99355
30 H -1.76217 -0.51017 5.61235
31 H -0.60587 -1.69388 5.05247
32 N 1.66287 2.46770 -0.13101
33 C 0.98750 3.18993 -1.18821
34 C 1.62382 3.59372 -2.32526
35 C 0.93959 4.34421 -3.30644
36 C -0.36146 4.70543 -3.11899
37 C -1.04900 4.30259 -1.94736
38 C -2.38814 4.66420 -1.68294
39 C -2.99404 4.24745 -0.52777
40 C -2.26931 3.43636 0.35092
41 N -1.01620 3.07179 0.13914
42 C -0.37762 3.51478 -0.98700
43 H 2.46061 1.95893 -0.50250
44 H 2.03787 3.13404 0.54442
45 H 2.67081 3.35452 -2.47261
46 H 1.47186 4.65968 -4.19363
47 H -0.88063 5.31207 -3.84967
48 H -2.92331 5.27786 -2.39722
49 H -4.01165 4.52169 -0.29007
50 H -2.73235 3.07616 1.26430
51 C 2.92028 1.60620 -5.63471
52 C 2.17367 0.87682 -4.56022
53 C 2.83352 0.03589 -3.67056
54 C 2.14893 -0.69471 -2.70814
55 C 2.94564 -1.57477 -1.78180
56 C 0.75430 -0.53201 -2.63512
57 As -0.22391 -1.65384 -1.47269
58 N -1.29607 -0.78236 -0.50873
59 C -2.30313 -1.25825 0.35014
60 C -2.62162 -2.60183 0.57791
61 C -3.65426 -2.92906 1.43776
62 C -4.38760 -1.93620 2.07859
63 C -4.09545 -0.59981 1.84407
64 C -3.06258 -0.26313 0.98391
65 C 0.00249 -3.52936 -1.48814
66 C 0.43503 -4.16239 -0.31097
67 C 0.70862 -3.41603 0.96847
68 C 0.60091 -5.53573 -0.35773
69 C 0.34093 -6.27020 -1.51646
70 C 0.52568 -7.75499 -1.54691
71 C -0.09114 -5.59465 -2.65887
72 C -0.27208 -4.22331 -2.67839
73 C -0.78665 -3.53442 -3.91270
74 C 0.05042 0.32842 -3.50430
75 C -1.44290 0.51249 -3.45464
76 C 0.78768 1.00998 -4.45399
77 H 3.98819 1.64828 -5.43150
78 H 2.54077 2.62005 -5.76405
79 H 2.78512 1.09414 -6.59002
80 H 3.90966 -0.07299 -3.74232
81 H 3.65792 -2.17686 -2.34553
82 H 2.34075 -2.26858 -1.19821
83 H 3.52951 -0.97350 -1.08086
84 H -2.08576 -3.39277 0.07037
85 H -3.90298 -3.96938 1.59890
86 H -5.20026 -2.20794 2.73850
87 H -4.69274 0.17566 2.30510
88 H -2.88678 0.77384 0.71488
89 H 1.16382 -2.43564 0.78961
90 H 1.40219 -3.97668 1.59304
91 H -0.20811 -3.26510 1.54563
92 H 0.94863 -6.05394 0.52784
93 H 0.81188 -8.14771 -0.57432
94 H 1.29842 -8.02487 -2.26862
95 H -0.39416 -8.24737 -1.86460
96 H -0.29587 -6.15995 -3.56039
97 H -0.77987 -4.21412 -4.76163
98 H -0.18098 -2.66678 -4.18499
99 H -1.82114 -3.20801 -3.77398
100 H -1.97550 -0.43627 -3.35771
101 H -1.79418 0.99005 -4.36662
102 H -1.73686 1.13446 -2.60638
103 H 0.26725 1.65822 -5.14937

***

Molecular formula: C2H5NO
Method: DFT, wB97M-V/def2-TZVPD

HOMO-LUMO gap: 10.3201 eV
E_LUMO: 0.957 eV
relative energy (zero: lowest compared OMol25 entry of this formula, charge and spin): 414.2 kJ/mol

Element x y z (Å)
1 C 1.46934 -0.45232 0.02269
2 C 0.43644 0.78716 -0.09990
3 N -0.91102 0.66164 0.08640
4 O -1.07383 -0.69663 -0.04980
5 H 1.22315 -0.74591 1.25422
6 H 1.16265 -1.47378 -0.58957
7 H 2.35886 0.03275 -0.30376
8 H 0.75432 1.80521 -0.05584
9 H -1.96590 -0.68577 -0.04823